No. 1
The following is a quantum chemistry calculation of a structure of composition C6H20Li2N4O6 in a non-equilibrium geometry, from the OMol25 dataset.

Properties
Energy, hartree: -925.957199
Highest occupied orbital energy, Ha: -0.2554

Geometry as XYZ:
```
38
Properties=species:S:1:pos:R:3:forces:R:3
H 1.1885 -3.6236 -3.2811 0.20 0.04 0.04
H 1.8092 2.6217 0.0219 -0.62 -0.34 0.07
H -2.1017 3.2808 4.7399 -0.41 0.00 -0.24
H 3.4443 -1.6851 2.5612 0.70 0.37 0.72
C -3.3193 2.1093 3.6251 1.71 -1.86 -2.25
H 0.4291 1.0596 -2.3257 -0.01 -0.11 -0.04
H -0.5928 3.3651 -0.9189 -0.22 -0.72 0.32
O 2.0898 4.3613 -1.0137 -0.19 -1.26 -0.91
C 2.9820 -2.8584 -3.6947 3.78 0.66 -4.65
H 1.8106 -2.4876 -2.1558 -0.16 -0.47 -0.20
H 3.9960 -1.1045 1.0016 0.87 -0.46 -0.31
H 0.0174 3.1231 -2.5323 0.38 0.65 0.08
H -3.8671 3.5171 4.7453 0.90 0.59 0.89
O -0.0911 1.3656 -1.5792 -0.66 0.45 1.05
N 3.6970 -1.9730 -3.0386 2.89 1.57 -0.27
H 3.4161 0.0399 1.9980 -0.96 0.68 0.73
C 1.6143 2.9855 -0.9869 -1.02 0.83 0.04
O -2.5138 1.5197 2.9670 3.42 -1.93 -1.56
H 3.3737 -1.6545 -2.1363 1.30 0.49 -0.26
H -4.5624 -3.3445 -0.7191 -0.75 0.11 0.33
Li -0.9528 -0.5689 0.6271 0.14 -0.15 -0.13
Li -0.1716 -3.6051 2.0191 -0.12 0.47 -0.65
O 3.3644 -3.2284 -4.8437 -1.56 -0.24 2.19
H -3.1274 -3.1154 -1.5533 0.43 -0.40 -0.78
H -3.4626 -4.6750 -0.6809 0.20 -0.46 -0.48
C 0.1356 2.7981 -1.4986 1.41 -0.38 -0.30
O 2.0626 -1.4338 1.1875 -3.36 -0.09 -0.86
H 1.6497 4.8489 -0.3136 -0.06 -0.14 0.11
N -4.5678 1.8935 3.3873 -5.06 0.36 0.17
H -5.2001 2.5671 3.7955 -0.63 -0.73 -0.34
N 1.9676 -3.0592 -2.9736 -7.08 -3.15 2.18
C 3.2076 -1.0001 1.7470 1.21 -1.02 -0.45
O -2.9035 -3.0850 0.4556 1.78 1.10 2.05
H 2.1386 2.2906 -1.6429 0.88 0.77 -0.16
C -3.5021 -3.5864 -0.6445 -0.15 0.24 -0.44
N -3.0422 2.9712 4.5409 -0.07 3.00 2.99
H -4.8965 1.1689 2.7652 0.29 0.40 0.12
H 4.4805 -1.7984 -3.6516 0.63 1.11 1.21
```
Positions in Å, forces in eV/Å.



No. 2
The following is a quantum chemistry calculation of a structure of composition C6H20N4O7P2W in a non-equilibrium geometry, from the OMol25 dataset.

Properties
Energy, hartree: -1735.957724
Charge: +2
Highest occupied orbital energy (alpha / beta), Ha: -0.5755 / -0.6267
2S+1: 3
Expectation value of S²: 2.010

Geometry as XYZ:
```
40
Properties=species:S:1:pos:R:3:forces:R:3
C 1.9669 -1.6799 -0.5879 -0.23 -0.12 -0.17
H -0.4941 -3.3471 -0.2541 -0.05 -0.03 0.01
H -1.6948 -2.5435 1.8574 0.03 0.00 0.07
H -1.4226 -0.0683 2.1674 -0.01 -0.02 0.07
C 2.6187 -1.1062 0.6460 0.05 0.22 0.18
H 0.1540 -2.6003 -2.3402 0.02 0.00 -0.07
O -1.7600 3.2131 0.4762 -0.01 0.20 0.26
H -2.0807 -1.5172 0.4753 -0.05 -0.02 -0.05
P -0.2398 3.1314 0.8753 -0.29 -0.28 -0.14
N 0.2897 0.7688 -2.0463 -0.10 -0.28 0.08
H -1.1910 -1.5727 -1.8289 -0.04 0.03 -0.02
N 0.4760 -1.4689 -0.5633 0.04 -0.13 0.16
H 2.8542 0.8939 0.1324 0.07 0.01 0.00
H -0.1999 -0.4361 -3.7339 -0.03 -0.04 -0.02
H -0.4763 5.2052 1.5382 0.11 -0.11 -0.02
O -4.0267 2.3197 -0.3718 0.24 0.06 -0.14
O -1.8337 0.8608 -0.4046 -0.24 0.73 0.74
H 2.1776 -2.7455 -0.6938 0.04 -0.02 0.03
C -0.1079 -1.6188 -1.9418 0.07 -0.06 0.31
O 0.1789 4.4935 1.4338 0.03 0.16 0.04
C -0.1599 -2.5003 0.3435 0.25 0.06 -0.24
H 2.2705 -1.5944 1.5549 0.00 -0.03 0.02
H -0.6138 1.2026 -2.2367 -0.02 0.09 -0.03
O 0.5892 2.6314 -0.3237 -0.30 0.16 -0.05
C 0.3891 -0.5020 -2.8214 0.05 0.28 -0.09
H -3.8028 1.6076 2.1530 0.10 -0.02 -0.09
H -0.0527 -0.8986 2.5120 0.02 -0.01 0.07
H 2.4471 0.6989 1.6809 0.00 -0.02 0.06
H 0.6114 -2.8690 1.0190 -0.04 -0.02 0.05
N 2.2566 0.3413 0.7462 0.00 -0.13 -0.16
H 2.3666 -1.1852 -1.4696 0.05 0.03 -0.01
W 0.1363 0.6269 0.1663 0.58 -0.33 -0.48
P -2.7928 1.9225 0.2651 0.12 -0.48 -0.40
H 1.4235 -0.6386 -3.1221 0.02 -0.04 -0.04
N -0.6825 -0.6449 1.7548 -0.35 -0.04 -0.22
C -1.2753 -1.8610 1.1208 0.05 0.20 0.13
O -2.9573 1.3548 1.7454 0.07 -0.02 0.14
H 0.9887 1.4470 -2.3365 0.03 0.03 -0.06
O -0.0284 1.9183 1.8076 -0.31 0.06 0.10
H 3.6980 -1.2396 0.6048 0.03 -0.03 -0.03
```
Positions in Å, forces in eV/Å.



No. 3
The following is a quantum chemistry calculation of a structure of composition C6H21BeN10O8Pb in a non-equilibrium geometry, from the OMol25 dataset.

Properties
Energy, hartree: -1597.336895
Charge: +3
Highest occupied orbital energy, Ha: -0.5630

Geometry as XYZ:
```
47
Properties=species:S:1:pos:R:3:forces:R:3
N 1.7403 1.7260 -3.4865 -0.09 -1.11 1.44
H -2.6820 -3.9985 0.3149 0.09 0.00 -0.09
C 1.7310 0.6539 -4.2951 -0.24 3.05 -1.81
O -1.7725 3.5671 0.5707 -0.03 0.02 -0.39
N -3.8889 -3.0920 2.2987 -0.29 0.15 -0.81
O -2.0047 2.1019 4.0969 0.07 -0.06 -0.44
H -3.9840 2.6347 -1.2884 -0.86 0.41 0.01
H -2.0494 -0.9724 3.4710 -0.55 -0.29 0.69
N -1.7050 2.1620 -1.1750 -0.47 -0.61 -1.31
N 1.6502 0.9990 -5.5994 -0.06 -2.06 0.59
C -1.8545 1.0582 3.4880 -0.78 -0.50 1.10
O 0.6067 -2.0843 0.6509 0.40 1.28 0.56
H -1.1338 -3.2602 0.7634 -0.21 -0.40 -0.25
O 1.8636 -2.0953 -1.0732 1.43 -0.17 -2.19
H 4.4293 -0.4459 2.5731 0.56 -0.01 0.13
H 1.3763 1.9190 -5.9006 0.04 0.06 -0.05
Be 2.9670 -3.1691 0.8778 0.09 3.47 -1.34
N -1.0805 0.9260 2.3777 0.68 0.97 -0.40
H -4.1479 3.8741 -0.0940 -0.14 0.01 -0.10
N -2.4254 -0.1173 3.8843 0.29 0.18 -0.60
H 4.5624 1.1433 2.0208 0.00 0.12 -0.38
H 3.8174 0.1958 -1.3030 0.23 0.09 -0.06
H -4.3909 -3.1594 3.1662 0.45 0.17 0.26
H -2.0420 2.1218 -2.1264 0.41 -0.28 -0.08
C 1.0217 -1.4367 -0.3377 1.62 -2.81 0.02
Pb 2.5261 -2.7740 -3.5585 -0.98 2.04 0.87
N -3.6022 3.4477 -0.8274 1.13 -0.77 -0.23
H 4.1716 1.4700 -0.1629 -0.04 0.10 -0.25
C 4.3577 -0.3950 0.5791 -0.35 2.09 2.25
N 4.5973 0.1633 1.7870 -0.31 -1.00 0.12
H 1.5558 1.5362 -2.5119 0.11 0.19 0.02
H 1.5236 2.6556 -3.8067 0.04 0.01 -0.18
O -1.7781 -2.7431 3.0756 0.23 0.59 -0.70
H -4.4268 -3.2703 1.4682 -0.21 -0.01 0.15
N 4.0764 0.4924 -0.3798 0.12 -0.97 -0.49
H -3.1891 -0.1045 4.5399 0.22 -0.06 0.18
O 1.8250 -0.5293 -3.8776 0.55 -1.91 0.45
H 1.4759 0.2181 -6.2142 0.09 0.36 -0.44
H 0.4009 -0.1337 0.3881 -0.70 2.10 -0.39
O 4.3945 -1.6572 0.4887 -1.99 -2.69 -0.38
H -0.8633 0.0365 1.9681 -0.21 -0.05 0.12
H -0.7207 1.8127 2.0525 0.08 -0.18 -0.36
N -2.1077 -3.4539 0.9291 0.60 0.84 0.12
C -2.3217 3.1251 -0.4269 0.00 0.80 2.13
C -2.5427 -3.0237 2.1512 -0.77 -1.46 1.09
O 0.7721 -0.1380 -0.5298 -0.28 -2.01 1.43
H -0.7291 2.0131 -1.0071 0.04 0.29 -0.02
```
Positions in Å, forces in eV/Å.



No. 4
The following is a quantum chemistry calculation of a structure of composition C6H21BeN10O8Pb in a non-equilibrium geometry, from the OMol25 dataset.

Properties
Energy, hartree: -1596.583987
Charge: +4
Highest occupied orbital energy (alpha / beta), Ha: -0.6853 / -0.7126
2S+1: 2
Expectation value of S²: 1.782

Geometry as XYZ:
```
47
Properties=species:S:1:pos:R:3:forces:R:3
C -0.5153 -1.8268 -4.0506 -4.63 -2.34 -3.87
O -3.8804 0.7328 0.8454 -1.15 6.80 1.73
N 1.5007 -1.7828 4.8134 -2.75 -3.07 3.68
H 1.0220 4.3309 -2.4152 0.08 -0.28 -0.24
N -2.8819 -0.8864 -0.0420 4.74 -2.01 -4.50
Pb 3.0073 -2.2911 -3.4018 -1.68 1.31 0.92
O 2.1714 0.0579 0.4903 -2.65 1.84 4.03
H -0.4452 1.3466 5.3331 0.28 0.15 0.47
Be 4.3212 1.2255 -0.8009 -1.13 0.30 -1.13
H -4.0576 -2.1676 1.2024 -0.87 -0.84 0.90
O 2.2316 0.0133 3.8869 0.68 9.76 -0.38
N 1.9020 3.8354 -2.4020 0.57 3.23 2.01
H -2.1445 -2.5477 -5.0258 0.39 -0.36 -0.25
O 2.4302 -0.4517 -1.4180 0.89 -2.52 -6.11
C 2.1498 2.6075 -2.7996 0.22 2.95 1.57
O -1.8416 2.7498 3.7572 -1.06 1.05 0.97
H 0.3931 0.5432 0.0305 -2.72 1.39 1.31
H 0.2753 2.6876 -3.3608 0.03 -0.56 -0.27
H 1.0471 1.1135 -3.5378 -0.09 0.40 -0.29
H -1.2951 1.9788 1.5986 0.65 -0.05 -0.63
H 2.4832 -1.3545 1.9966 0.40 -0.65 -0.18
N 1.0783 2.0836 -3.2586 -3.03 -3.59 -2.19
H -3.1327 -1.7735 -0.4546 0.72 -0.22 -0.54
O 0.5675 -1.9501 -3.6201 8.27 -0.97 2.90
H -2.3057 -0.2464 -0.5699 0.21 -0.30 -0.11
H 2.5314 4.1537 -1.6792 0.18 0.55 -0.49
N -0.1865 1.3541 4.3568 -0.92 0.27 1.99
H 1.5039 -1.5436 5.7947 0.20 0.36 -0.30
H -1.0806 -0.3139 -3.0514 -0.22 0.56 -0.25
H 1.2662 -2.7413 4.5977 -0.06 0.10 0.67
C -3.8287 -0.4272 0.6206 -2.90 -3.66 1.64
N -1.1494 -2.6123 -4.8652 0.99 -4.90 -2.12
H -0.6803 -3.5014 -4.9630 -0.65 -0.33 -0.79
H -5.1668 -1.0268 1.9228 -0.78 -0.58 0.29
C -0.9720 1.9461 3.4632 0.71 -0.75 1.45
O 3.2762 2.1776 -2.6347 2.84 -3.06 1.07
H -2.2779 -0.9107 -4.1323 0.35 0.27 -0.02
C 1.9714 -1.1026 3.8234 0.14 -5.03 1.65
N 2.2659 -1.8725 2.8360 0.70 -1.85 -4.84
H 2.3611 -2.8733 2.9324 0.11 0.38 -0.34
H 0.6437 0.9182 3.9814 1.92 -0.55 0.71
N -0.6558 1.5826 2.2728 -0.80 -0.11 -4.23
N -1.3078 -0.8860 -3.8522 -3.21 7.72 4.18
N -4.6501 -1.3540 1.1190 -0.43 0.63 0.75
C 1.5747 -0.1279 -0.5636 6.49 -1.67 -1.22
H 0.1523 1.0193 2.0498 0.06 0.10 -0.01
O 0.3283 0.1141 -0.8259 -1.12 0.12 0.41
```
Positions in Å, forces in eV/Å.



No. 5
The following is a quantum chemistry calculation of a cluster of 4 separate species, C6H21N2O3 in total in a non-equilibrium geometry, from the OMol25 dataset.

Properties
Energy, hartree: -576.092157
Charge: +1
Highest occupied orbital energy, Ha: -0.4235

Geometry as XYZ:
```
32
Properties=species:S:1:pos:R:3:forces:R:3
H -2.9524 -1.7842 2.4298 2.63 -1.62 -1.02
H -1.6771 1.2046 3.0521 -0.35 0.46 -1.72
H 3.0076 -3.2210 -0.3684 -0.71 -0.55 1.28
O 2.6723 -3.5834 0.4948 -0.72 0.78 -1.01
H -1.6576 1.9845 -0.2362 -0.74 -0.30 0.74
C -0.1431 -0.2294 -0.3200 -1.33 -3.35 0.43
N -1.4063 1.6168 -1.1419 -0.43 -0.39 -1.92
H -0.5241 -0.3392 0.6436 -0.95 0.73 2.07
H 1.3829 0.4285 -2.5658 -0.65 0.37 2.82
C 1.6353 0.8555 -1.4815 1.30 -0.49 -3.01
H 0.6901 1.0865 1.6886 1.07 -1.04 -0.41
N 2.8619 1.4541 -1.7509 -1.97 -1.75 0.89
H 1.6947 -3.4231 0.5200 1.41 -0.22 -0.26
H -3.3045 -0.0794 -0.2090 0.38 0.54 0.60
H 3.1282 1.3605 -2.6739 0.79 0.17 -1.84
H -0.5700 2.1111 2.8667 -1.87 -0.30 -2.27
O -2.0963 -2.2689 2.0856 -6.54 2.81 -4.78
H -2.0854 1.9442 -1.8863 1.22 -0.06 1.17
H 2.1974 0.1073 1.2821 0.38 -0.96 0.78
C 1.0117 0.6327 -0.3137 1.54 1.35 -2.15
C 1.5770 0.9245 1.0105 -0.73 2.40 2.40
H -2.8487 -1.6171 -0.7096 1.40 0.11 0.30
O -1.3528 1.7531 2.2753 1.96 0.02 3.93
H -1.0766 -0.2084 -2.3077 -0.06 0.79 1.51
H 2.1562 1.8425 1.3494 -0.28 -0.73 -1.65
H 3.2312 2.1981 -1.2739 0.95 1.81 1.58
H 0.0900 -1.3130 -0.3499 0.33 0.21 -0.99
H -1.6090 -2.3978 2.7899 3.92 -1.16 5.78
C -1.3105 0.0384 -1.2083 -0.21 0.80 -2.10
C -2.6944 -0.5565 -0.9664 1.77 -0.78 4.43
H -3.2910 -0.5521 -1.7364 -2.78 0.77 -4.95
H -0.4144 1.9732 -1.2239 -0.75 -0.41 -0.62
```
Positions in Å, forces in eV/Å.



No. 6
The following is a quantum chemistry calculation of a cluster of 5 separate species, C6H21NO4 in total, from the OMol25 dataset.

Properties
Energy, hartree: -596.890754
Charge: -1
Highest occupied orbital energy (alpha / beta), Ha: 0.0112 / -0.2397
2S+1: 2
Expectation value of S²: 0.751

Geometry as XYZ:
```
32
Properties=species:S:1:pos:R:3:forces:R:3
C 1.5124 -1.7077 2.5309 0.48 0.10 0.28
H -2.1745 -0.5865 0.0963 -0.16 0.12 0.06
O 1.0922 -2.3562 -2.2099 0.21 -0.01 -0.05
H 0.6843 -2.7566 0.9097 0.15 -0.02 0.05
H -1.0050 -1.6979 -0.5433 0.15 -0.08 0.01
H 0.9988 1.7473 -2.3088 0.06 -0.03 -0.01
C -0.8063 0.7075 -1.7096 0.31 0.46 -0.08
H 2.4461 -2.2546 2.6027 -0.12 -0.15 -0.26
H 0.2127 2.6728 1.9315 -0.28 -0.10 -0.20
N -0.3769 0.3326 -0.3655 -0.21 -0.15 0.20
H -0.1553 2.7466 -1.4262 0.00 0.02 0.06
H 1.9842 -2.6240 -2.4847 -0.32 0.10 0.13
O -3.3798 1.9800 0.7510 -0.21 0.04 0.05
C -0.7363 -1.2164 1.5541 0.19 -0.04 -0.12
H -0.6469 -0.0995 -2.4338 -0.09 -0.12 0.01
H -2.9084 2.4967 1.4169 0.16 -0.08 -0.10
H -2.6631 1.5805 0.2482 0.06 0.02 0.01
O -0.6503 2.4978 1.5276 0.26 0.19 0.33
H -0.4971 1.7475 0.9119 0.12 -0.09 -0.17
H -1.5205 -1.8645 1.9589 -0.06 0.05 -0.04
H 1.4433 -0.8958 3.2471 -0.25 0.06 -0.07
H -0.4796 2.3264 -3.1068 0.07 -0.06 -0.05
O 2.6335 -0.4336 -0.6115 -0.31 0.01 0.02
H 2.8154 -0.7702 0.2881 0.19 0.06 -0.05
H 0.6322 0.1610 -0.3779 -0.05 -0.02 0.07
H -1.8762 0.9324 -1.6851 -0.10 -0.14 0.01
H 3.4356 0.0832 -0.8387 0.00 -0.04 0.01
C 0.5676 -1.9603 1.6411 -0.28 0.02 0.02
C -0.0608 1.9549 -2.1693 -0.13 -0.02 -0.01
H -0.7005 -0.3128 2.1653 -0.04 -0.02 0.09
C -1.1139 -0.8350 0.1277 -0.01 -0.01 -0.13
H 1.2932 -1.5955 -1.6378 0.23 -0.09 -0.07
```
Positions in Å, forces in eV/Å.



Repeat the first record exactly.
The following is a quantum chemistry calculation of a structure of composition C6H20Li2N4O6 in a non-equilibrium geometry, from the OMol25 dataset.

Properties
Energy, hartree: -925.957199
Highest occupied orbital energy, Ha: -0.2554

Geometry as XYZ:
```
38
Properties=species:S:1:pos:R:3:forces:R:3
H 1.1885 -3.6236 -3.2811 0.20 0.04 0.04
H 1.8092 2.6217 0.0219 -0.62 -0.34 0.07
H -2.1017 3.2808 4.7399 -0.41 0.00 -0.24
H 3.4443 -1.6851 2.5612 0.70 0.37 0.72
C -3.3193 2.1093 3.6251 1.71 -1.86 -2.25
H 0.4291 1.0596 -2.3257 -0.01 -0.11 -0.04
H -0.5928 3.3651 -0.9189 -0.22 -0.72 0.32
O 2.0898 4.3613 -1.0137 -0.19 -1.26 -0.91
C 2.9820 -2.8584 -3.6947 3.78 0.66 -4.65
H 1.8106 -2.4876 -2.1558 -0.16 -0.47 -0.20
H 3.9960 -1.1045 1.0016 0.87 -0.46 -0.31
H 0.0174 3.1231 -2.5323 0.38 0.65 0.08
H -3.8671 3.5171 4.7453 0.90 0.59 0.89
O -0.0911 1.3656 -1.5792 -0.66 0.45 1.05
N 3.6970 -1.9730 -3.0386 2.89 1.57 -0.27
H 3.4161 0.0399 1.9980 -0.96 0.68 0.73
C 1.6143 2.9855 -0.9869 -1.02 0.83 0.04
O -2.5138 1.5197 2.9670 3.42 -1.93 -1.56
H 3.3737 -1.6545 -2.1363 1.30 0.49 -0.26
H -4.5624 -3.3445 -0.7191 -0.75 0.11 0.33
Li -0.9528 -0.5689 0.6271 0.14 -0.15 -0.13
Li -0.1716 -3.6051 2.0191 -0.12 0.47 -0.65
O 3.3644 -3.2284 -4.8437 -1.56 -0.24 2.19
H -3.1274 -3.1154 -1.5533 0.43 -0.40 -0.78
H -3.4626 -4.6750 -0.6809 0.20 -0.46 -0.48
C 0.1356 2.7981 -1.4986 1.41 -0.38 -0.30
O 2.0626 -1.4338 1.1875 -3.36 -0.09 -0.86
H 1.6497 4.8489 -0.3136 -0.06 -0.14 0.11
N -4.5678 1.8935 3.3873 -5.06 0.36 0.17
H -5.2001 2.5671 3.7955 -0.63 -0.73 -0.34
N 1.9676 -3.0592 -2.9736 -7.08 -3.15 2.18
C 3.2076 -1.0001 1.7470 1.21 -1.02 -0.45
O -2.9035 -3.0850 0.4556 1.78 1.10 2.05
H 2.1386 2.2906 -1.6429 0.88 0.77 -0.16
C -3.5021 -3.5864 -0.6445 -0.15 0.24 -0.44
N -3.0422 2.9712 4.5409 -0.07 3.00 2.99
H -4.8965 1.1689 2.7652 0.29 0.40 0.12
H 4.4805 -1.7984 -3.6516 0.63 1.11 1.21
```
Positions in Å, forces in eV/Å.